Formula: C8H32N17O11
Source: OMol25
Level of theory: wB97M-V/def2-TZVPD

## Properties
Charge ... -1
Frontier orbital gap ... 6.47 eV
HOMO level ... -4.98 eV
Energy relative to the best compared isomer or geometry (same formula, charge and spin) ... 186.8 kcal per mole

Positions of all 68 atoms, in Å:
N (-0.1013, 0.9074, -0.5369)
O (0.4258, -0.2265, -0.6183)
O (0.4567, 1.7392, -1.1274)
O (-1.0776, 1.1972, 0.1257)
C (-6.5884, -4.8057, 0.8977)
O (-7.5541, -5.3512, 0.4107)
N (-5.7036, -4.2014, 0.1788)
N (-6.3165, -4.8773, 2.2035)
H (-5.8268, -4.4225, -0.7990)
H (-4.9085, -3.6553, 0.4785)
H (-7.0126, -5.2771, 2.8165)
H (-5.5106, -4.3121, 2.4295)
C (-1.5651, -2.7846, 6.2044)
O (-0.6256, -3.5459, 6.1872)
N (-2.4389, -2.6435, 7.1946)
N (-1.8886, -2.1781, 5.0624)
H (-2.5498, -3.3732, 7.8840)
H (-3.1907, -1.9901, 7.0270)
H (-1.1350, -2.1874, 4.3900)
H (-2.7377, -1.6370, 5.1422)
C (-7.7027, 1.2940, 5.0442)
O (-6.6887, 0.9241, 5.6820)
N (-8.8893, 1.5022, 5.4032)
N (-7.6356, 1.5044, 3.8052)
H (-9.4837, 2.0983, 4.8451)
H (-9.2009, 0.9494, 6.1890)
H (-8.5167, 1.6336, 3.3286)
H (-6.7575, 1.2736, 3.3628)
C (5.9618, -5.7506, -1.8009)
O (6.2358, -6.8688, -1.6111)
N (4.8904, -5.2760, -1.6774)
N (6.7677, -4.8209, -2.2419)
H (4.0930, -5.8724, -1.5080)
H (4.8957, -4.2975, -1.4273)
H (6.3806, -3.9258, -2.5048)
H (7.6872, -5.1486, -2.5009)
C (0.3448, 6.7093, -5.0578)
O (0.1200, 7.7376, -5.7042)
N (1.4805, 6.2040, -4.5857)
N (-0.5469, 5.9271, -4.5609)
H (1.5420, 5.2807, -4.1810)
H (2.3019, 6.7458, -4.8136)
H (-0.3148, 5.1963, -3.9034)
H (-1.3084, 5.6380, -5.1580)
C (6.0890, 1.2217, -0.5000)
O (7.0145, 1.9272, -0.4059)
N (5.4576, 0.6598, 0.4696)
N (5.6775, 1.0273, -1.6873)
H (4.5213, 0.2925, 0.3773)
H (5.6947, 0.7652, 1.4457)
H (4.6858, 0.9543, -1.8643)
H (6.2480, 1.4103, -2.4275)
C (-0.7868, -3.4323, -6.6229)
O (-1.1482, -3.5486, -7.7633)
N (0.2952, -3.9689, -5.9494)
N (-1.4774, -2.8043, -5.7697)
H (0.3220, -3.8808, -4.9436)
H (0.6881, -4.7380, -6.4730)
H (-1.1349, -2.8297, -4.8199)
H (-2.4494, -2.5894, -5.9401)
C (4.8279, 7.2730, 1.5525)
O (4.5087, 8.3362, 1.2427)
N (4.2587, 6.2044, 1.2043)
N (6.0151, 7.0791, 2.1013)
H (4.6095, 5.2717, 1.3688)
H (3.4227, 6.2340, 0.6383)
H (6.5896, 7.8967, 2.2485)
H (6.2635, 6.2055, 2.5432)

Formula: C8H32O10
Source: OMol25
Level of theory: wB97M-V/def2-TZVPD

## Properties
Frontier orbital gap ... 8.66 eV
HOMO level ... -8.71 eV
Energy relative to the best compared isomer or geometry (same formula, charge and spin) ... 58.7 kcal per mole
SMILES string ... C1CCOC1.C1CCOC1.O.O.O.O.O.O.O.O

Positions of all 50 atoms, in Å:
C (0.1185, -1.0679, 4.2802)
C (-0.8491, -0.3452, 3.3409)
C (-0.9800, -1.3569, 2.2576)
O (0.4160, -1.7142, 2.0248)
C (1.1024, -1.7170, 3.2741)
H (-0.3730, -1.8516, 4.8567)
H (0.6268, -0.3481, 4.9217)
H (-0.4415, 0.5980, 2.9771)
H (-1.8073, -0.0219, 3.7477)
H (-1.5241, -0.9113, 1.4247)
H (-1.4773, -2.2655, 2.5972)
H (2.0408, -1.1745, 3.1587)
H (1.3687, -2.7223, 3.6005)
C (-0.5582, -3.0044, -2.5402)
C (0.0761, -2.5512, -3.8405)
C (0.0021, -1.0068, -3.6559)
O (-0.2576, -0.7076, -2.2707)
C (-0.1504, -1.9494, -1.5833)
H (-0.3311, -4.0143, -2.1987)
H (-1.6446, -2.9944, -2.6290)
H (-0.2918, -2.9433, -4.7887)
H (1.1176, -2.8725, -3.8416)
H (-0.8548, -0.6031, -4.1952)
H (0.9161, -0.5011, -3.9670)
H (-0.7891, -1.8468, -0.7061)
H (0.8879, -2.0959, -1.2856)
O (2.1278, -0.2063, 0.1024)
H (2.8817, -0.2232, 0.6921)
H (1.4903, -0.7917, 0.5112)
O (-2.7497, 2.6219, 0.7021)
H (-2.6626, 3.0239, 1.5664)
H (-3.3913, 1.9225, 0.8263)
O (1.8497, 2.5355, 2.0357)
H (2.5585, 2.4149, 1.4038)
H (2.0888, 1.9755, 2.7742)
O (-0.6807, 4.0900, 0.0556)
H (-0.6953, 4.6516, 0.8307)
H (0.2344, 4.0918, -0.2249)
O (-0.1158, 1.3573, 0.3038)
H (-0.0807, 1.5470, 1.2414)
H (0.6207, 0.7653, 0.1510)
O (2.0609, 1.2764, -1.9594)
H (2.7735, 0.9911, -2.5313)
H (2.1017, 0.6819, -1.2103)
O (-2.2151, 1.0878, -1.4759)
H (-1.4729, 0.4850, -1.4323)
H (-2.9863, 0.5224, -1.4340)
O (-0.3168, 2.5841, -2.4541)
H (-0.2405, 2.3558, -3.3806)
H (0.4763, 2.2284, -2.0532)

Formula: C8H32O10
Source: OMol25
Level of theory: wB97M-V/def2-TZVPD

## Properties
Frontier orbital gap ... 8.91 eV
HOMO level ... -8.85 eV
Energy relative to the best compared isomer or geometry (same formula, charge and spin) ... 0.0 kcal per mole
SMILES string ... C=C/C=C/C(=C)CC.O.O.O.O.O.O.O.O.O.O

Positions of all 50 atoms, in Å:
C (-0.0707, -0.2376, -3.0616)
C (1.2199, 0.2154, -2.3610)
C (1.2150, -0.1197, -0.8951)
C (2.0774, -0.9841, -0.3625)
C (0.3489, 1.7200, 0.5466)
C (0.1655, 0.5517, -0.0807)
C (-0.4780, 3.0116, 2.4531)
C (-0.7230, 2.4029, 1.2995)
H (-0.0170, -0.0409, -4.1359)
H (-0.9351, 0.2814, -2.6536)
H (-0.2108, -1.3064, -2.9307)
H (2.0814, -0.2083, -2.8767)
H (1.3385, 1.2990, -2.4836)
H (2.0911, -1.2779, 0.6760)
H (2.8479, -1.4545, -0.9622)
H (1.2988, 2.2255, 0.5077)
H (-0.7540, 0.0009, -0.0024)
H (-1.2243, 3.5179, 3.0571)
H (0.5005, 2.9714, 2.9208)
H (-1.7150, 2.4088, 0.8608)
H (-2.8471, -2.7664, -1.5927)
H (-3.5727, -3.1313, -0.2525)
O (-2.9123, -2.5619, -0.6523)
H (3.2646, 2.4010, -0.5067)
H (3.7476, 3.6567, -1.2788)
O (3.0968, 2.9553, -1.3083)
H (-3.0763, 2.5789, -1.6890)
H (-1.7365, 1.8346, -1.7145)
O (-2.6930, 1.6929, -1.7697)
H (-1.4591, -2.8893, 0.3015)
H (-0.0837, -3.5250, -0.0701)
O (-0.6428, -3.2653, 0.6912)
H (1.0852, -0.0968, 2.4581)
H (2.1937, 0.3285, 3.5007)
O (1.8442, 0.5575, 2.6277)
H (1.4685, -4.5344, -1.3859)
H (1.2130, -3.0373, -1.7127)
O (0.7703, -3.8752, -1.5522)
H (-0.9226, -0.9885, 2.5903)
H (-0.1199, -2.0834, 1.9200)
O (-0.0011, -1.3595, 2.5868)
H (2.9703, 1.1534, 1.4567)
H (4.1189, 0.6270, 0.5940)
O (3.7345, 1.4632, 0.8901)
H (-3.3545, 0.6486, -0.6079)
H (-3.4511, -0.8925, -0.2633)
O (-3.6777, 0.0030, 0.0637)
H (-2.9818, -0.2040, 1.6740)
H (-2.4877, 0.6084, 2.9250)
O (-2.5445, -0.2750, 2.5613)

Formula: C8H32O12
Source: OMol25
Level of theory: wB97M-V/def2-TZVPD

## Properties
Frontier orbital gap ... 9.69 eV
HOMO level ... -9.41 eV
Energy relative to the best compared isomer or geometry (same formula, charge and spin) ... 28.9 kcal per mole
SMILES string ... OCCO.OCCO.OCCO.OCCO.O.O.O.O

Positions of all 52 atoms, in Å:
C (-2.2766, 0.8450, 1.9422)
C (-3.3320, 1.4302, 0.9717)
O (-2.6347, 1.8482, -0.2232)
O (-1.4354, 1.9892, 2.3426)
H (-1.7061, 0.1966, 1.3436)
H (-2.7595, 0.3233, 2.8088)
H (-3.6992, 2.3267, 1.3267)
H (-4.1512, 0.7582, 0.7082)
H (-1.7873, 2.2687, 0.0274)
H (-0.5238, 1.7438, 2.3597)
C (0.8959, -3.1654, -0.5074)
C (0.8429, -4.6433, -0.1887)
O (-0.4525, -5.1611, -0.1939)
O (0.5271, -2.9561, -1.8210)
H (1.8715, -2.8226, -0.2807)
H (0.1967, -2.6252, 0.2197)
H (1.4016, -4.8275, 0.7603)
H (1.4171, -5.2111, -0.8841)
H (-0.8410, -4.7028, -0.9881)
H (-0.0033, -2.1755, -1.9233)
C (-2.3171, 2.4767, -3.5832)
C (-2.9185, 1.4606, -4.5949)
O (-1.8243, 0.6947, -5.1504)
O (-1.3843, 1.7233, -2.7750)
H (-3.0566, 2.8932, -2.9949)
H (-1.8424, 3.2933, -4.0839)
H (-3.4094, 2.0769, -5.3685)
H (-3.6350, 0.8663, -4.1129)
H (-2.1348, 0.1990, -5.9365)
H (-0.9326, 1.1054, -3.3889)
C (1.7176, 0.6068, 0.5507)
C (1.4121, 1.9917, 0.1625)
O (1.2523, 2.8409, 1.3425)
O (0.5552, -0.0097, 1.1825)
H (2.4945, 0.7453, 1.2965)
H (2.2242, -0.0555, -0.1626)
H (0.5664, 1.9765, -0.5501)
H (2.2961, 2.3329, -0.3971)
H (0.4492, 3.3329, 1.2170)
H (0.7457, -0.7510, 1.7941)
O (3.7316, 1.4203, 4.0439)
H (3.2660, 1.8864, 3.3241)
H (3.4890, 2.0430, 4.7054)
O (4.6535, -1.1681, 3.4997)
H (5.5394, -0.8546, 3.5628)
H (4.1257, -0.4029, 3.8345)
O (1.8642, -2.3635, 2.5898)
H (2.8031, -2.2451, 2.8295)
H (1.3461, -2.6600, 3.3011)
O (-0.8873, -0.6005, -1.5200)
H (-1.3088, 0.2214, -1.7670)
H (-0.4309, -0.5160, -0.6515)

Formula: C8H32O8
Source: OMol25
Level of theory: wB97M-V/def2-TZVPD

## Properties
Charge ... -1
Frontier orbital gap (alpha / beta) ... 2.41 / 9.65 eV
HOMO level (alpha / beta) ... 0.28 / -7.01 eV
Energy relative to the best compared isomer or geometry (same formula, charge and spin) ... 0.0 kcal per mole
<S²> ... 0.750
Multiplicity ... 2

Positions of all 48 atoms, in Å:
C (-1.1454, -32.5388, -6.8279)
O (-2.2679, -31.9855, -6.1178)
H (-0.4789, -33.0705, -6.1489)
H (-1.6374, -33.1543, -7.5811)
H (-0.5565, -31.7816, -7.3454)
H (-2.5366, -31.2029, -6.6046)
C (-1.8614, -27.1044, -2.8487)
O (-0.7121, -26.3499, -3.1973)
H (-1.7566, -27.6875, -1.9338)
H (-2.7252, -26.4473, -2.7475)
H (-2.1091, -27.8611, -3.5931)
H (-0.3794, -25.8286, -2.4631)
C (-8.8509, -27.8457, -4.1535)
C (-7.6830, -28.7351, -3.6675)
C (-8.1146, -29.8936, -2.7913)
O (-7.0639, -29.2466, -4.8141)
H (-8.5282, -27.0356, -4.8075)
H (-9.3611, -27.3063, -3.3555)
H (-9.6027, -28.3935, -4.7217)
H (-6.9086, -28.1152, -3.2156)
H (-8.3144, -29.5925, -1.7629)
H (-7.3554, -30.6655, -2.6657)
H (-9.0201, -30.3720, -3.1646)
H (-6.1910, -29.5943, -4.6171)
C (-0.9795, -28.8131, -8.4310)
C (-1.6776, -28.5151, -7.0384)
C (-2.0964, -27.0846, -6.7664)
O (-2.8539, -29.3399, -7.0443)
H (-0.5551, -29.8139, -8.5104)
H (-0.2267, -28.0819, -8.7255)
H (-1.6807, -28.8654, -9.2639)
H (-1.0745, -28.8730, -6.2039)
H (-1.3197, -26.3201, -6.7813)
H (-2.4121, -27.0472, -5.7238)
H (-2.8730, -26.7143, -7.4356)
H (-3.3816, -29.0398, -7.7880)
O (-5.2156, -26.2751, -4.9064)
H (-4.4739, -25.7245, -5.1571)
H (-5.8199, -25.6777, -4.4657)
O (-4.9604, -31.4319, -3.5059)
H (-4.4024, -32.1549, -3.7924)
H (-4.4797, -30.6434, -3.7577)
O (-6.2944, -27.6523, -6.9857)
H (-5.8661, -27.1833, -6.2695)
H (-6.8710, -28.2802, -6.5505)
O (-4.2804, -29.0095, -4.7009)
H (-4.6685, -28.1348, -4.7228)
H (-3.7406, -29.0523, -5.4903)

Formula: C8H32O8
Source: OMol25
Level of theory: wB97M-V/def2-TZVPD

## Properties
Frontier orbital gap ... 10.50 eV
HOMO level ... -10.20 eV
Energy relative to the best compared isomer or geometry (same formula, charge and spin) ... 116.9 kcal per mole
SMILES string ... CO.CO.CO.CO.CO.CO.CO.CO

Positions of all 48 atoms, in Å:
C (-2.9692, 7.2461, -1.8547)
O (-1.9412, 7.7235, -1.0034)
H (-3.9251, 7.6431, -1.5130)
H (-2.7719, 7.6414, -2.8512)
H (-2.9351, 6.1571, -1.8850)
H (-1.7383, 8.6405, -1.2023)
C (0.8357, -0.8864, 6.8216)
O (1.0707, -1.7559, 5.8299)
H (1.6667, -0.2488, 7.1231)
H (0.0616, -0.1598, 6.5752)
H (0.4367, -1.4833, 7.6417)
H (1.0895, -1.2922, 4.9895)
C (4.3496, -4.9113, 1.3600)
O (5.0455, -5.5101, 0.1716)
H (4.9741, -4.8527, 2.2515)
H (4.0559, -3.8775, 1.1786)
H (3.4821, -5.5230, 1.6078)
H (5.9295, -5.1386, 0.1255)
C (-3.3343, -6.8040, 1.9758)
O (-4.5269, -7.4773, 2.2346)
H (-3.0906, -6.2403, 2.8763)
H (-2.5588, -7.5537, 1.8191)
H (-3.2445, -6.0392, 1.2044)
H (-5.2669, -6.8727, 2.3264)
C (5.6202, -2.4692, -5.8201)
O (5.8345, -2.8176, -7.2027)
H (4.6329, -2.6861, -5.4125)
H (6.3502, -3.0680, -5.2754)
H (5.9048, -1.4272, -5.6739)
H (5.3741, -2.1333, -7.6939)
C (0.4370, 0.0780, -0.1416)
O (1.0519, 0.7006, 0.9958)
H (1.1449, -0.0203, -0.9646)
H (-0.0413, -0.8907, 0.0029)
H (-0.3398, 0.7614, -0.4846)
H (0.5802, 1.5202, 1.1611)
C (-1.3175, 6.0475, 4.6005)
O (-0.6265, 5.5038, 3.4610)
H (-2.3328, 5.6674, 4.7135)
H (-0.6584, 5.9849, 5.4664)
H (-1.3830, 7.1243, 4.4448)
H (-0.8876, 6.0179, 2.6934)
C (-3.9163, 1.6421, -6.0578)
O (-4.8445, 0.5176, -6.2148)
H (-4.4437, 2.5956, -6.0856)
H (-3.3400, 1.5503, -5.1372)
H (-3.2331, 1.6185, -6.9069)
H (-4.2609, -0.2426, -6.2704)

Formula: C8H34NNbO8P
Source: OMol25
Level of theory: wB97M-V/def2-TZVPD

## Properties
Charge ... -1
Frontier orbital gap ... 6.33 eV
HOMO level ... -4.59 eV

Positions of all 53 atoms, in Å:
C (2.4691, 3.9062, 1.9155)
Nb (2.0595, 3.1633, -0.1860)
C (0.0740, 2.0805, 0.0657)
N (-0.6369, 2.4606, 1.3223)
C (3.1747, 1.2244, 0.3010)
P (4.9115, 1.0422, 0.0676)
O (5.2921, -0.0501, -0.8299)
O (5.5450, 0.7958, 1.5295)
O (5.6032, 2.3725, -0.4119)
H (3.4537, 3.5455, 2.2195)
H (1.7065, 3.5449, 2.6011)
H (2.5146, 4.9899, 2.0015)
H (1.9494, 2.7355, -1.9785)
H (3.5146, 4.1034, -0.7914)
H (1.0789, 4.6646, -0.5580)
H (0.2844, 1.0139, 0.1074)
H (-0.5656, 2.2183, -0.8063)
H (-1.2099, 3.2720, 1.1275)
H (-1.3022, 1.7227, 1.5289)
H (2.9463, 1.0416, 1.3490)
H (2.7506, 0.4193, -0.2886)
H (4.8298, 0.5923, 2.1463)
H (5.2871, 3.1584, 0.0577)
C (3.0275, -2.2611, 3.2110)
O (3.6093, -1.5274, 2.1450)
H (2.6650, -1.5364, 3.9359)
H (2.1808, -2.8643, 2.8711)
H (3.7570, -2.9127, 3.7013)
H (3.9379, -2.1432, 1.4827)
C (7.4611, -2.5361, -0.3493)
O (7.3231, -2.1153, 0.9997)
H (8.3173, -3.2074, -0.4116)
H (6.5732, -3.0740, -0.6953)
H (7.6191, -1.6820, -1.0102)
H (6.5630, -1.5193, 1.0132)
C (-3.2547, 0.1034, -1.0487)
O (-3.2880, 0.4734, 0.3323)
H (-2.3977, -0.5491, -1.1925)
H (-4.1632, -0.4261, -1.3395)
H (-3.1269, 0.9892, -1.6766)
H (-4.0359, 1.0627, 0.4592)
C (-6.3982, -2.6216, -1.1238)
O (-5.8223, -1.8245, -2.1596)
H (-6.7277, -1.9391, -0.3449)
H (-7.2586, -3.1814, -1.4910)
H (-5.6621, -3.3095, -0.6990)
H (-5.5254, -2.4159, -2.8566)
C (-10.3018, -1.8270, -2.6391)
O (-9.5842, -3.0361, -2.4184)
H (-10.0716, -1.1668, -1.8076)
H (-9.9935, -1.3384, -3.5665)
H (-11.3815, -1.9971, -2.6637)
H (-9.7714, -3.6345, -3.1469)

Formula: C8H34O9
Source: OMol25
Level of theory: wB97M-V/def2-TZVPD

## Properties
Frontier orbital gap ... 10.65 eV
HOMO level ... -10.35 eV
Energy relative to the best compared isomer or geometry (same formula, charge and spin) ... 29.3 kcal per mole
SMILES string ... CCO.CCO.CCO.CCO.O.O.O.O.O

Positions of all 51 atoms, in Å:
C (4.1246, 0.3023, -1.8230)
C (4.3946, -0.5948, -0.6355)
O (4.0990, 0.1668, 0.5639)
H (4.3567, -0.1682, -2.7793)
H (4.7665, 1.1824, -1.7458)
H (3.0806, 0.6116, -1.7626)
H (5.4426, -0.8882, -0.5637)
H (3.7185, -1.4507, -0.6955)
H (4.9464, 0.3203, 0.9852)
C (-2.9084, -2.5638, 4.7143)
C (-2.2832, -2.8676, 3.3505)
O (-2.0826, -1.5952, 2.6362)
H (-2.8132, -3.4514, 5.3414)
H (-3.9289, -2.2351, 4.5319)
H (-2.3445, -1.7723, 5.2112)
H (-2.9201, -3.4708, 2.7137)
H (-1.2854, -3.2801, 3.5090)
H (-1.7870, -1.0374, 3.3618)
C (-0.7436, 0.4767, 0.2103)
C (0.5671, 0.1177, 0.8869)
O (1.4036, 1.2625, 0.9787)
H (-0.5817, 0.7838, -0.8210)
H (-1.2148, 1.3338, 0.7025)
H (-1.5324, -0.2717, 0.2828)
H (1.0933, -0.7097, 0.3906)
H (0.4867, -0.3427, 1.8797)
H (2.2068, 1.1755, 0.4538)
C (0.2208, -0.0195, -3.7204)
C (1.4661, -0.0298, -4.5545)
O (1.2619, 0.2284, -5.9244)
H (-0.3478, -0.9525, -3.6804)
H (-0.4529, 0.8103, -3.9462)
H (0.4866, 0.0698, -2.6588)
H (1.8175, -1.0666, -4.5078)
H (2.1652, 0.6082, -3.9985)
H (0.8504, 1.0953, -6.0187)
O (-3.8219, 2.9692, -0.6547)
H (-2.9414, 3.3459, -0.5285)
H (-4.2924, 3.6159, -1.1954)
O (-4.3954, -1.9877, 0.4706)
H (-3.7625, -2.5485, 0.0101)
H (-3.8532, -1.4577, 1.0735)
O (-0.2368, 3.7813, 1.6557)
H (-1.1972, 3.7179, 1.6294)
H (0.0781, 2.8668, 1.5676)
O (2.8365, -0.4360, 3.9978)
H (2.1662, 0.2551, 4.0467)
H (2.6534, -0.8910, 3.1678)
O (-2.7778, 1.3302, -2.7303)
H (-3.4732, 1.5563, -2.0817)
H (-2.7117, 2.1050, -3.2969)

Formula: C8H3NO4
Source: OMol25
Level of theory: wB97M-V/def2-TZVPD

## Properties
Charge ... -2
Frontier orbital gap ... 5.62 eV
HOMO level ... 0.38 eV
Energy relative to the best compared isomer or geometry (same formula, charge and spin) ... 0.0 kcal per mole
SMILES string ... O=C([O-])C1=C([O-])n2cccc2C1=O

Positions of all 16 atoms, in Å:
C (-2.7279, -0.1328, 0.1568)
C (-1.9329, -1.0264, -0.6311)
C (-1.8934, 0.8049, 0.6654)
C (-0.6062, -0.5253, -0.5274)
C (0.8430, -0.7454, -0.8628)
C (1.5905, 0.1881, -0.1319)
C (0.7227, 1.0880, 0.5173)
C (3.1307, 0.0112, 0.0365)
N (-0.6370, 0.6128, 0.2210)
O (1.2629, -1.6753, -1.6000)
O (3.8191, 0.4508, -0.8809)
O (0.7556, 2.1526, 1.1060)
O (3.4908, -0.5184, 1.0835)
H (-3.7243, -0.2375, 0.4294)
H (-2.2472, -1.8318, -1.2013)
H (-1.8464, 1.3846, 1.6196)